[1]
# C14H28Hg2O10S3

A molecular structure, C14H28Hg2O10S3 in a non-equilibrium geometry (ωB97M-V with the def2-TZVPD basis set, OMol25).

Element x y z (Å)
Hg  1.29825  -1.76648  -4.33469
Hg  3.24589  1.26685  -2.35549
O  0.05243  -0.56962  -0.06552
C  0.82197  -0.67167  -1.14209
O  0.62109  -1.51047  -2.02287
O  1.83136  0.17011  -1.09239
H  0.55474  0.11395  0.44677
C  -0.45694  -4.27904  -4.17212
O  0.75711  -3.94234  -4.77242
H  -0.48738  -5.14179  -3.49971
H  -0.80137  -3.40416  -3.61291
H  -1.18067  -4.49237  -4.96886
C  3.37803  1.20810  4.98836
C  4.10760  0.25708  4.00698
C  3.15030  -0.10243  2.88728
S  2.50268  1.46893  2.38290
O  1.17659  1.25898  1.83261
O  3.46897  2.14899  1.55174
C  2.47903  2.12592  4.11007
H  4.08982  1.90819  5.42054
H  2.89460  0.65253  5.78623
H  4.38793  -0.70400  4.44130
H  5.03735  0.68716  3.63410
H  2.28052  -0.61272  3.31764
H  3.43552  -0.80824  2.10898
H  1.42834  2.02342  4.37498
H  2.88452  3.13237  4.08320
C  -3.48916  -3.21818  -1.05707
C  -4.29537  -4.30016  -0.34930
C  -3.41145  -4.77906  0.75170
S  -2.65186  -3.22770  1.45850
O  -1.19875  -3.40896  1.54493
O  -3.46678  -2.74715  2.56319
C  -3.07444  -2.20778  0.02191
H  -4.17053  -2.76252  -1.77653
H  -2.56898  -3.58072  -1.51860
H  -4.44667  -5.15167  -1.01870
H  -5.30431  -4.00586  -0.06236
H  -2.55525  -5.32197  0.35270
H  -3.86961  -5.30714  1.58491
H  -2.25777  -1.50696  -0.12684
H  -3.98355  -1.65834  0.26789
C  -0.90645  4.97165  -2.38446
C  -1.21618  3.51880  -2.09653
C  -0.43248  3.25033  -0.78969
S  1.19567  3.97080  -1.06914
O  2.05845  2.99191  -1.80437
O  1.63128  4.60122  0.16241
C  0.62404  5.20636  -2.28554
H  -1.46926  5.65814  -1.75232
H  -1.24492  5.21222  -3.39438
H  -0.88631  2.87304  -2.91317
H  -2.28279  3.34389  -1.96774
H  -0.31490  2.23768  -0.40898
H  -0.83616  3.88196  0.00184
H  1.08477  4.78757  -3.18053
H  0.78143  6.26138  -2.08832

Forces on atoms 1 to 6 (eV/Å):
Hg -0.7294 -2.3434 0.3072
Hg -1.3005 -0.2276 1.5634
O 1.2572 0.3714 -1.1007
C 0.2798 -0.4197 -0.0344
O -0.1766 0.3307 -0.5890
O 0.7056 0.5186 -0.5218

The value obtained for the total energy is -2803.20169 a.u. The calculation puts the HOMO energy at -13.685 eV. The molar mass comes out at 853.75 g/mol. For the orbital gap, the calculation gives 2.6 eV. As for the total charge: +2. The largest force on an atom comes out at 3.20 eV/Å.

***

[2]
# C14H28N2O2

A single C14H28N2O2 molecule (ωB97M-V with the def2-TZVPD basis set, OMol25).

Element x y z (Å)
C  4.71236  3.22742  1.45277
C  3.57660  2.47605  0.77106
C  3.25594  1.16954  1.51258
N  2.19078  0.35699  0.96025
C  2.48479  -0.19321  -0.34886
C  1.64810  -1.44566  -0.63570
C  0.28535  -1.12145  -1.21469
O  -0.01345  -1.46272  -2.34595
N  -0.57118  -0.45012  -0.40925
C  -1.84248  -0.02342  -0.96740
C  -1.99784  1.50432  -0.93356
O  -0.88357  2.09898  -1.56048
C  -3.03927  -0.69666  -0.28430
C  -2.95508  -2.22697  -0.24909
C  -2.99391  -2.82682  -1.65185
C  -4.10336  -2.77939  0.59458
C  -0.22582  -0.07511  0.94179
C  0.88453  0.98215  1.01289
H  4.93317  4.15113  0.92296
H  5.61413  2.61921  1.47244
H  4.44548  3.47485  2.47820
H  2.68618  3.10735  0.74558
H  3.85718  2.24903  -0.25904
H  2.98224  1.40456  2.54632
H  4.15611  0.54797  1.54392
H  3.54043  -0.47517  -0.35718
H  2.31665  0.53715  -1.15793
H  2.15901  -2.05257  -1.38462
H  1.55208  -2.03154  0.27935
H  -1.79784  -0.32440  -2.01853
H  -2.08484  1.86430  0.10350
H  -2.92615  1.76088  -1.46008
H  -1.07711  3.02332  -1.74448
H  -3.12895  -0.32474  0.74031
H  -3.94528  -0.40197  -0.81794
H  -2.00918  -2.51194  0.22370
H  -3.01320  -3.91267  -1.59277
H  -2.11656  -2.53693  -2.22262
H  -3.88505  -2.49716  -2.18226
H  -4.07163  -2.37906  1.60598
H  -5.06062  -2.51440  0.15028
H  -4.04335  -3.86333  0.65476
H  -1.12499  0.31695  1.41692
H  0.09561  -0.95491  1.50836
H  0.80464  1.50930  1.96682
H  0.72935  1.70091  0.19326

Forces on atoms 1 to 6 (eV/Å):
C -0.1813 -0.0512 -0.1651
C 0.0451 -0.2023 0.2310
C 0.0385 0.2716 -0.1718
N 0.0379 -0.0304 0.0700
C -0.0039 -0.1840 0.1278
C 0.1141 0.0761 -0.2752

The value obtained for the total energy is -810.24934 a.u. The calculation puts the HOMO energy at -8.381 eV. The molar mass comes out at 256.39 g/mol. For the orbital gap, the calculation gives 9.1 eV. Its SMILES is CCCN1CCC(=O)N([C@H](CO)CC(C)C)CC1. As for the total charge: 0. The largest force on an atom comes out at 0.56 eV/Å.